Entry 1:
{
  "formula": "C33H76N3O9Sr",
  "method": "ωB97M-V/def2-TZVPD",
  "species": ["Sr", "C", "C", "O", "O", "H", "H", "H", "C", "O", "H", "H", "H", "H", "C", "O", "H", "H", "H", "H", "C", "O", "H", "H", "H", "H", "C", "O", "H", "H", "H", "H", "C", "C", "C", "C", "C", "C", "N", "O", "C", "C", "C", "H", "H", "H", "H", "H", "H", "H", "H", "H", "H", "H", "H", "H", "H", "H", "H", "H", "H", "H", "C", "C", "C", "C", "C", "C", "N", "O", "C", "C", "C", "H", "H", "H", "H", "H", "H", "H", "H", "H", "H", "H", "H", "H", "H", "H", "H", "H", "H", "H", "C", "C", "C", "C", "C", "C", "N", "O", "C", "C", "C", "H", "H", "H", "H", "H", "H", "H", "H", "H", "H", "H", "H", "H", "H", "H", "H", "H", "H", "H"],
  "xyz": [[-0.558535, -4.434603, -0.479295], [-0.417604, 0.054231, -1.380216], [-0.674205, -1.342300, -0.866484], [0.021460, -1.917972, 0.017948], [-1.641514, -2.008495, -1.344517], [-1.011989, 0.745399, -0.783806], [-0.731622, 0.167703, -2.417750], [0.652085, 0.259307, -1.372797], [0.281092, -0.754675, -5.323017], [1.278182, -0.651583, -6.329463], [0.587353, -1.575004, -4.675382], [0.147499, 0.223699, -4.847005], [-0.688080, -1.018320, -5.762435], [1.010109, 0.026033, -6.957099], [-2.418879, -4.714746, -3.475520], [-1.735442, -5.420527, -2.405179], [-2.050875, -5.039448, -4.449928], [-3.473245, -4.988163, -3.395735], [-2.346007, -3.627914, -3.464172], [-1.985047, -6.348721, -2.476537], [3.636069, -0.733836, 0.574243], [2.838922, -1.904062, 0.571438], [3.861932, -0.423361, 1.599604], [4.537381, -0.905887, -0.005823], [3.086701, 0.132422, 0.186359], [1.901143, -1.734559, 0.709721], [-3.982707, -0.880895, -3.646536], [-2.618239, -1.152800, -3.837672], [-4.548617, -1.821708, -3.504170], [-4.212334, -0.421620, -2.676658], [-4.428360, -0.358587, -4.485464], [-2.177253, -1.439408, -3.025478], [3.190431, -0.450865, -3.189029], [3.792815, 0.940537, -3.316635], [2.867440, 1.930747, -2.601260], [3.391339, 3.331276, -2.347161], [4.728106, 3.218860, -1.593493], [5.759187, 2.224975, -2.177387], [5.077366, 0.998323, -2.641102], [5.945251, -0.049820, -2.969834], [6.545864, 2.831633, -3.344314], [6.666119, 1.841547, -1.019216], [3.842591, 1.336322, -4.821931], [3.875738, -1.171124, -3.638272], [2.197154, -0.548311, -3.614580], [3.115326, -0.740916, -2.133485], [1.901714, 1.948208, -3.119857], [2.629856, 1.522124, -1.607529], [2.654566, 3.933006, -1.822039], [3.679431, 3.792944, -3.298073], [4.553315, 2.980456, -0.540208], [5.160719, 4.221925, -1.551802], [6.604768, 3.912070, -3.181073], [7.515751, 2.387207, -3.554056], [5.982774, 2.746585, -4.273969], [7.065708, 2.673512, -0.438376], [6.264925, 1.112826, -0.308310], [7.549542, 1.293662, -1.370754], [3.101204, 0.838146, -5.446623], [4.838305, 1.139147, -5.217615], [3.625578, 2.400385, -4.950915], [5.830391, -0.704251, -2.270741], [-5.939202, -3.300112, 1.149684], [-6.322092, -1.803741, 1.224784], [-7.068582, -1.514164, 2.528935], [-6.110688, -1.590879, 3.746717], [-5.176234, -0.374061, 3.532393], [-4.342539, -0.567489, 2.233393], [-5.197739, -0.890165, 1.093254], [-4.492782, -0.972785, -0.109240], [-3.691930, 0.799744, 1.986747], [-3.217743, -1.566170, 2.541350], [-7.325785, -1.455651, 0.102080], [-6.685212, -4.010694, 1.522441], [-5.164034, -3.541102, 1.883062], [-5.677597, -3.593588, 0.132930], [-7.672550, -0.613478, 2.480154], [-7.713020, -2.383090, 2.692365], [-5.564141, -2.527988, 3.780555], [-6.704633, -1.444206, 4.647766], [-4.521757, -0.202527, 4.390651], [-5.753244, 0.549651, 3.467842], [-3.089987, 1.019635, 2.873700], [-3.056672, 0.832277, 1.098428], [-4.370940, 1.646540, 1.874996], [-2.478120, -1.549476, 1.731995], [-2.703005, -1.548425, 3.499684], [-3.555808, -2.608759, 2.473173], [-7.081118, -1.882841, -0.873914], [-7.415402, -0.387536, -0.091069], [-8.301425, -1.840853, 0.404402], [-3.844969, -1.699150, -0.049931], [0.973225, 2.716886, 1.166469], [0.731362, 1.977665, 2.496075], [0.255794, 0.568497, 2.157682], [0.340430, -0.453707, 3.330747], [1.729917, -0.380809, 3.942068], [2.206962, 1.015667, 4.364104], [1.932597, 1.979520, 3.309556], [2.387560, 3.289761, 3.578106], [1.530949, 1.390095, 5.686291], [3.730857, 0.876605, 4.512860], [-0.454489, 2.706393, 3.151825], [1.831097, 2.317419, 0.619668], [1.097821, 3.783806, 1.365619], [0.145668, 2.719798, 0.450522], [-0.753135, 0.561924, 1.748519], [0.916486, 0.147716, 1.391743], [0.157070, -1.453801, 2.937384], [-0.444024, -0.170109, 4.036164], [2.457991, -0.880456, 3.297479], [1.718228, -1.057908, 4.804555], [0.453856, 1.262508, 5.544696], [1.801105, 0.828770, 6.577958], [1.680012, 2.454552, 5.885025], [4.048956, 0.202268, 5.307048], [4.202037, 0.609180, 3.566313], [4.197952, 1.842700, 4.731749], [-0.253098, 3.739053, 3.446201], [-0.880994, 2.136484, 3.985076], [-1.333410, 2.791757, 2.504108], [1.737521, 3.618113, 4.223527]],
  "forces_ev_per_a": [[-0.1, 2.4, -0.2], [0.3, -0.5, -0.1], [-0.5, -0.7, -0.1], [0.8, -0.4, 0.3], [-0.4, -0.9, -0.6], [0.3, 0.2, 0.1], [-0.3, -0.2, 0.1], [-0.1, 0.3, 0.5], [-0.4, 0.2, -1.0], [0.2, -0.1, 0.0], [0.0, 0.3, 0.3], [0.1, -0.4, 0.6], [0.0, -0.1, 0.1], [0.0, 0.0, 0.0], [-1.0, -0.3, -1.0], [0.4, 0.3, 0.4], [0.1, -0.1, 0.2], [0.0, 0.2, -0.1], [0.4, -0.1, 0.7], [0.0, 0.0, -0.1], [-0.8, 0.7, 0.6], [0.2, -0.9, -0.2], [0.4, -0.3, 0.0], [0.0, 0.0, 0.0], [0.1, -0.2, -0.4], [0.0, 0.6, -0.1], [-0.9, -1.3, 1.5], [0.6, 0.2, -0.9], [0.1, 0.0, -0.5], [0.3, 0.7, -0.3], [0.3, 0.2, 0.0], [-0.5, 0.2, 0.4], [0.6, -0.6, 0.7], [-0.4, 1.0, -0.8], [-0.9, -0.2, 0.8], [1.5, -0.7, -0.8], [-0.6, 0.4, 0.3], [-0.3, -0.6, -0.4], [-1.0, -0.3, 1.8], [0.4, 0.1, -0.6], [-0.5, 0.9, -0.3], [1.5, -1.0, 0.2], [0.2, 0.3, 0.0], [-0.3, -0.1, -0.3], [0.1, 0.3, -0.3], [0.0, 0.1, 0.0], [0.1, 0.1, -0.2], [0.1, -0.2, 0.0], [0.1, 0.1, 0.0], [-0.6, 0.3, 0.0], [-0.1, -0.3, -0.1], [0.3, -0.1, -0.1], [0.6, -0.1, 0.0], [0.1, 0.0, 0.4], [-0.1, -0.1, 0.1], [-0.3, 0.3, -0.2], [-0.7, 0.4, -0.1], [0.0, 0.3, -0.3], [0.0, -0.4, 0.2], [-0.1, -0.1, -0.2], [0.3, 0.0, 0.1], [0.0, 0.1, 0.0], [0.1, -0.3, 0.7], [-0.8, 0.1, -0.9], [0.8, -2.0, 1.0], [-0.4, 2.4, -0.8], [-0.2, -0.9, 0.0], [0.2, 1.3, 1.0], [-0.1, 0.6, 1.2], [0.2, -0.4, -0.2], [0.5, 0.3, 0.0], [0.2, -1.6, -1.2], [-0.1, -0.5, -0.3], [-0.6, 0.5, -0.5], [0.5, 0.2, -0.5], [0.3, 0.0, 0.1], [0.2, 0.2, 0.1], [-0.5, 0.3, -0.4], [0.0, -0.1, 0.1], [0.2, -0.3, 0.2], [0.3, -0.2, -0.2], [-0.3, -0.1, -0.2], [0.2, 0.1, -0.2], [0.1, -0.3, 0.1], [-0.4, -0.4, 0.0], [0.3, 0.4, 0.2], [-0.1, 0.8, 0.0], [-0.4, 0.1, 0.2], [0.2, -0.2, 0.2], [0.1, 0.1, 0.5], [-0.1, 0.0, -0.2], [-0.2, 0.1, 0.0], [0.4, 0.5, -0.2], [-1.6, 0.6, -0.6], [1.0, -1.6, 0.4], [0.0, 1.5, -0.8], [-0.5, -0.9, 0.2], [0.6, -0.9, 0.5], [0.7, -0.5, -1.3], [-0.7, -0.6, 0.4], [-0.7, 0.6, -0.3], [0.5, 1.2, 0.0], [-1.0, -0.1, 0.5], [0.2, 0.1, 0.2], [0.5, -0.1, 0.0], [-0.3, -0.5, 0.4], [0.0, 0.3, 0.0], [0.0, 0.2, -0.2], [-0.2, -0.1, 0.1], [0.0, -0.4, 0.3], [0.0, 0.4, -0.4], [0.2, 0.4, 0.3], [0.0, 0.0, 0.2], [0.4, -0.1, -0.2], [0.1, -0.1, 0.2], [-0.3, -0.2, -0.1], [-0.2, -0.4, 0.0], [-0.3, 0.0, 0.2], [0.2, -0.1, 0.2], [0.4, 0.2, 0.3], [0.4, -0.1, -0.5], [0.3, 0.4, -0.1]],
  "homo_ev": -9.3377,
  "orbital_gap_ev": 4.26,
  "e_tot_ha": -2174.7263,
  "charge": 1
}


Entry 2:
{
  "formula": "C33H77FGaN4O3",
  "method": "ωB97M-V/def2-TZVPD",
  "species": ["C", "C", "C", "C", "Ga", "C", "C", "C", "O", "O", "C", "C", "O", "F", "H", "H", "H", "H", "H", "H", "H", "H", "H", "H", "H", "H", "H", "H", "H", "H", "H", "C", "C", "N", "C", "C", "C", "C", "H", "H", "H", "H", "H", "H", "H", "H", "H", "H", "H", "H", "H", "H", "H", "C", "C", "N", "C", "C", "C", "C", "H", "H", "H", "H", "H", "H", "H", "H", "H", "H", "H", "H", "H", "H", "H", "C", "C", "N", "C", "C", "C", "C", "H", "H", "H", "H", "H", "H", "H", "H", "H", "H", "H", "H", "H", "H", "H", "C", "C", "N", "C", "C", "C", "C", "H", "H", "H", "H", "H", "H", "H", "H", "H", "H", "H", "H", "H", "H", "H"],
  "xyz": [[0.366128, 1.252154, -2.089446], [0.931536, -0.174951, -2.159793], [0.327030, -0.946632, -3.357294], [-0.506823, -2.131758, -2.854886], [1.679800, -1.677293, -4.684731], [3.118157, -2.850816, -3.825644], [3.785859, -2.367605, -2.521296], [4.773749, -1.262342, -2.719344], [5.956848, -1.344868, -2.491791], [4.228284, -0.115337, -3.221089], [2.478385, -0.134435, -5.848236], [1.739350, 1.087042, -5.651640], [1.975790, 2.044696, -4.962020], [0.544065, 1.096739, -6.338422], [0.777851, 1.833145, -2.914787], [-0.724739, 1.224440, -2.163482], [0.604297, 1.744494, -1.138926], [0.624498, -0.685828, -1.238018], [2.016740, -0.076180, -2.198279], [-0.353428, -0.275776, -3.892663], [0.129918, -2.859559, -2.340445], [-0.991493, -2.656567, -3.680989], [-1.283377, -1.811415, -2.145863], [0.883171, -2.629942, -5.736339], [3.898342, -3.087868, -4.556297], [2.627485, -3.799501, -3.590574], [4.370486, -3.170781, -2.061259], [3.036305, -2.053405, -1.790436], [4.562707, 0.637067, -2.714950], [3.529308, 0.045570, -5.640306], [2.371401, -0.468913, -6.881379], [2.272645, 1.075413, 5.148820], [2.744554, 0.450808, 3.843740], [2.058047, 0.966219, 2.678327], [2.280025, 0.169585, 1.482118], [3.703842, 0.087049, 0.918498], [2.106481, 2.406293, 2.504694], [3.485420, 3.075311, 2.415264], [1.189838, 0.987119, 5.248111], [2.737401, 0.561774, 5.992353], [2.540875, 2.130218, 5.221559], [2.548569, -0.624616, 3.888112], [3.840324, 0.560875, 3.774798], [1.612304, 0.533381, 0.698000], [1.941314, -0.847768, 1.703843], [4.000885, 1.010822, 0.422109], [3.752699, -0.707898, 0.171395], [4.440849, -0.144141, 1.689527], [1.559079, 2.865129, 3.332827], [1.527768, 2.650184, 1.610982], [4.164659, 2.713841, 3.189416], [3.377852, 4.153362, 2.553256], [3.958523, 2.918350, 1.447534], [-2.190808, 3.406645, -4.322924], [-2.788997, 2.289806, -5.161298], [-3.516141, 1.316439, -4.365319], [-3.806255, 0.085591, -5.074762], [-4.751837, 0.151510, -6.281994], [-4.577916, 1.849458, -3.538958], [-5.712208, 2.626593, -4.225634], [-1.580918, 2.991666, -3.520386], [-1.544180, 4.028766, -4.942538], [-2.943526, 4.062807, -3.879498], [-1.968716, 1.759933, -5.651020], [-3.402486, 2.729351, -5.966746], [-4.197799, -0.637419, -4.353072], [-2.848849, -0.323916, -5.408935], [-5.791919, 0.289664, -5.984544], [-4.696805, -0.786635, -6.838266], [-4.479285, 0.954541, -6.967770], [-4.122976, 2.506093, -2.792732], [-5.006898, 1.022864, -2.964743], [-5.328302, 3.343032, -4.953228], [-6.275707, 3.191030, -3.477901], [-6.417259, 1.968709, -4.733116], [-5.865996, -0.135435, 1.903383], [-6.109642, 1.318652, 2.279309], [-5.432511, 2.251508, 1.399803], [-5.399634, 3.609353, 1.906978], [-6.729901, 4.358150, 2.064959], [-5.723559, 2.103722, -0.015674], [-7.187110, 2.214380, -0.466375], [-4.797616, -0.341809, 1.834521], [-6.293597, -0.789377, 2.664823], [-6.328638, -0.397410, 0.951428], [-5.722654, 1.485914, 3.288397], [-7.197764, 1.492520, 2.332922], [-4.735903, 4.193385, 1.263992], [-4.907371, 3.576064, 2.884292], [-7.142955, 4.666677, 1.105319], [-6.571117, 5.264138, 2.653893], [-7.477146, 3.756934, 2.584437], [-5.342340, 1.132173, -0.337201], [-5.123074, 2.834247, -0.561999], [-7.856007, 1.637637, 0.174777], [-7.285893, 1.819318, -1.479626], [-7.539046, 3.245229, -0.486824], [4.472507, -3.299578, 3.342305], [4.002116, -4.078157, 4.560568], [5.088606, -4.704570, 5.292976], [4.642736, -5.676048, 6.272832], [3.807004, -5.179615, 7.460127], [6.151914, -3.810209, 5.714515], [5.777578, -2.611485, 6.597722], [5.078071, -3.925327, 2.686140], [3.608973, -2.950369, 2.774568], [5.055211, -2.419887, 3.619331], [3.330213, -4.873984, 4.228531], [3.396878, -3.407740, 5.193105], [5.523348, -6.202344, 6.652341], [4.058662, -6.429522, 5.735103], [4.410160, -4.639043, 8.188816], [3.364261, -6.033327, 7.977736], [2.990373, -4.531848, 7.140290], [6.644621, -3.428699, 4.817382], [6.910460, -4.412051, 6.221767], [4.899076, -2.087179, 6.218546], [6.602122, -1.895870, 6.610762], [5.582791, -2.900533, 7.629729]],
  "forces_ev_per_a": [[0.0, -0.2, 0.2], [-0.8, 0.5, -0.1], [0.4, -0.3, 0.1], [0.0, 0.1, 0.0], [-0.3, -0.2, -0.1], [-0.1, 0.4, 0.1], [0.3, -0.6, -0.2], [0.3, 0.1, -0.1], [-0.2, 0.2, 0.2], [-0.5, 0.0, 0.5], [0.3, 0.1, -0.6], [0.4, 0.4, 0.6], [-0.2, -0.3, -0.3], [-0.2, 0.0, -0.1], [-0.2, 0.1, 0.0], [0.0, 0.0, -0.1], [0.1, 0.1, -0.1], [0.3, -0.1, 0.1], [0.0, -0.3, 0.1], [0.0, 0.1, 0.0], [0.0, 0.0, 0.0], [0.0, 0.0, 0.0], [0.0, -0.1, 0.0], [0.1, 0.0, 0.0], [0.0, 0.0, 0.0], [-0.1, 0.0, -0.1], [0.0, 0.0, 0.0], [-0.1, 0.2, -0.1], [0.4, 0.0, -0.4], [0.0, -0.1, 0.2], [-0.2, -0.1, 0.1], [0.0, 0.0, 0.0], [0.1, 0.0, 0.1], [0.0, -0.1, 0.0], [0.0, -0.1, -0.2], [0.0, 0.0, -0.1], [0.0, 0.2, 0.0], [0.0, 0.0, 0.0], [0.0, 0.0, 0.0], [0.0, 0.0, 0.0], [0.0, 0.0, 0.0], [0.0, 0.0, -0.1], [0.0, 0.0, 0.0], [0.0, 0.0, 0.0], [0.0, 0.0, 0.1], [0.0, 0.0, 0.0], [0.0, 0.0, 0.0], [0.0, 0.0, 0.0], [0.0, 0.0, 0.0], [0.0, -0.1, 0.0], [0.0, 0.0, 0.0], [0.0, 0.0, 0.0], [0.0, -0.1, 0.0], [0.1, 0.1, 0.0], [0.1, 0.0, 0.0], [-0.1, 0.0, -0.1], [0.1, -0.2, 0.0], [0.0, -0.1, 0.0], [-0.1, 0.1, 0.1], [-0.1, 0.0, 0.1], [0.0, 0.0, 0.0], [0.0, 0.0, 0.0], [-0.1, 0.0, 0.0], [0.0, 0.0, 0.0], [0.0, 0.0, 0.0], [0.0, 0.0, 0.0], [0.0, 0.1, 0.0], [0.0, 0.1, 0.0], [0.0, 0.0, 0.0], [0.0, 0.0, 0.0], [0.0, 0.0, 0.0], [0.0, -0.1, -0.1], [0.0, 0.0, 0.0], [0.0, 0.0, 0.0], [0.0, 0.0, -0.1], [0.0, 0.0, 0.0], [0.0, -0.1, 0.0], [0.0, 0.1, 0.0], [0.1, 0.1, 0.1], [0.0, 0.1, 0.0], [0.0, -0.1, -0.2], [0.0, 0.0, -0.1], [0.0, 0.0, 0.0], [0.0, 0.0, 0.0], [0.0, 0.0, 0.0], [0.0, 0.1, 0.0], [0.0, 0.0, 0.0], [0.0, 0.0, 0.0], [0.0, -0.1, 0.0], [0.0, -0.1, 0.0], [0.0, 0.0, 0.0], [0.0, 0.0, 0.0], [0.0, 0.0, 0.0], [0.0, 0.1, 0.1], [0.0, 0.0, 0.0], [0.0, 0.0, 0.0], [0.0, 0.0, 0.1], [-0.1, 0.0, 0.0], [0.0, 0.1, 0.0], [0.0, 0.0, 0.0], [0.0, -0.1, 0.0], [0.0, -0.1, 0.0], [0.1, 0.1, 0.0], [0.1, 0.0, 0.0], [0.0, 0.0, 0.0], [0.0, 0.0, 0.0], [0.0, 0.0, 0.0], [0.0, 0.0, 0.0], [0.0, 0.0, 0.0], [0.0, 0.0, 0.0], [0.0, 0.0, 0.0], [0.0, 0.0, 0.0], [0.0, 0.0, 0.0], [0.0, 0.0, 0.0], [0.0, 0.0, 0.0], [0.0, 0.0, 0.0], [0.0, 0.0, 0.0], [0.0, 0.0, 0.0], [-0.1, 0.0, 0.0]],
  "homo_ev": -4.8316,
  "orbital_gap_ev": 7.05,
  "de_lowest_kcal_mol": 0.0,
  "e_tot_ha": -3772.9547,
  "charge": -1
}


Which of these has the highest charge?
C33H76N3O9Sr


Among the records above, which one has the highest charge?
C33H76N3O9Sr


Which value of charge does entry 2 give?
-1